A 5-piece molecular cluster, C28H59ClO5P2 overall. Source: OMol25; level of theory: ωB97M-V/def2-TZVPD.

CARTESIAN COORDINATES (ANGSTROEM)
1 C -1.85 0.61 -0.74
2 C -0.97 -0.21 0.21
3 C -0.04 0.66 1.07
4 C 1.41 0.14 1.18
5 P 2.61 1.52 1.36
6 C 3.09 1.81 -0.40
7 C 2.72 3.18 -0.96
8 C 2.64 4.30 -0.12
9 C 2.37 5.56 -0.63
10 C 2.16 5.72 -1.99
11 C 2.24 4.61 -2.82
12 C 2.52 3.34 -2.33
13 C 2.64 2.20 -3.31
14 P 4.31 0.33 2.16
15 O 5.53 0.73 1.15
16 Cl 4.79 1.59 3.74
17 H -2.69 0.02 -1.09
18 H -1.27 0.90 -1.62
19 H -2.21 1.52 -0.26
20 H -0.38 -0.91 -0.39
21 H -1.60 -0.82 0.85
22 H -0.44 0.73 2.08
23 H -0.02 1.68 0.66
24 H 1.66 -0.46 0.30
25 H 1.53 -0.53 2.04
26 H 2.60 1.04 -1.00
27 H 4.16 1.64 -0.55
28 H 2.79 4.18 0.94
29 H 2.31 6.41 0.04
30 H 1.96 6.69 -2.41
31 H 2.08 4.74 -3.89
32 H 2.18 1.28 -2.95
33 H 3.69 1.99 -3.54
34 H 2.15 2.46 -4.25
35 H 5.65 1.69 1.05
36 C -3.95 -5.24 -0.03
37 C -3.25 -4.01 0.49
38 O -3.44 -2.85 -0.30
39 C -4.78 -2.40 -0.43
40 C -5.44 -2.04 0.89
41 H -3.64 -5.46 -1.05
42 H -3.70 -6.10 0.59
43 H -5.04 -5.13 -0.02
44 H -2.17 -4.17 0.48
45 H -3.52 -3.81 1.53
46 H -5.38 -3.14 -0.98
47 H -4.72 -1.51 -1.06
48 H -5.54 -2.90 1.55
49 H -6.44 -1.64 0.71
50 H -4.86 -1.28 1.41
51 C -7.11 0.29 4.52
52 C -6.00 -0.74 4.42
53 O -4.77 -0.22 3.96
54 C -4.18 0.79 4.75
55 C -3.86 0.37 6.17
56 H -7.27 0.78 3.56
57 H -8.04 -0.19 4.82
58 H -6.89 1.07 5.26
59 H -6.28 -1.50 3.69
60 H -5.87 -1.26 5.38
61 H -4.81 1.69 4.75
62 H -3.26 1.05 4.23
63 H -4.76 0.12 6.74
64 H -3.36 1.18 6.70
65 H -3.20 -0.50 6.17
66 C 0.78 -7.84 1.57
67 C -0.71 -7.92 1.27
68 O -1.09 -7.33 0.04
69 C -0.51 -7.88 -1.13
70 C -0.82 -9.36 -1.34
71 H 1.12 -6.81 1.55
72 H 0.98 -8.26 2.55
73 H 1.37 -8.41 0.84
74 H -1.26 -7.36 2.03
75 H -1.06 -8.96 1.32
76 H 0.58 -7.72 -1.13
77 H -0.92 -7.30 -1.95
78 H -0.41 -9.98 -0.55
79 H -0.39 -9.69 -2.28
80 H -1.90 -9.52 -1.37
81 C 6.65 8.52 -4.71
82 C 5.27 7.92 -4.49
83 O 5.07 6.67 -5.13
84 C 5.93 5.63 -4.73
85 C 5.87 5.30 -3.25
86 H 6.86 8.63 -5.77
87 H 6.70 9.50 -4.24
88 H 7.43 7.90 -4.27
89 H 4.51 8.58 -4.93
90 H 5.04 7.85 -3.42
91 H 6.97 5.84 -5.03
92 H 5.61 4.77 -5.32
93 H 6.20 6.13 -2.63
94 H 6.51 4.44 -3.03
95 H 4.84 5.05 -2.97

- HOMO energy (eV) = -8.34
- SMILES = CCCCP(Cc1ccccc1C)#P(O)Cl.CCOCC.CCOCC.CCOCC.CCOCC
- Kohn-Sham gap (eV) = 8.907



A 10-piece molecular cluster, C57H128N8O8 overall at a distorted geometry. Source: OMol25; level of theory: ωB97M-V/def2-TZVPD.

CARTESIAN COORDINATES (ANGSTROEM)
1 C -0.18 0.05 -1.06
2 C 0.66 -0.35 0.21
3 O 1.87 -0.26 0.19
4 N -0.07 -1.08 1.40
5 H -1.08 -0.98 1.38
6 H -0.05 -2.08 1.27
7 C 0.58 -0.88 2.81
8 H 0.36 -0.13 -1.99
9 H -0.26 1.12 -1.21
10 H -1.13 -0.46 -1.18
11 H 1.49 -1.47 2.68
12 H 0.06 -1.39 3.62
13 H 0.60 0.19 3.01
14 C 4.09 0.58 3.15
15 C 3.55 -0.20 4.34
16 O 3.38 -1.48 4.34
17 N 3.49 0.55 5.74
18 H 4.37 1.00 5.92
19 H 2.89 1.35 5.58
20 C 2.94 -0.25 6.95
21 H 3.70 0.13 2.24
22 H 5.17 0.48 3.05
23 H 3.96 1.65 3.26
24 H 3.70 -0.92 7.34
25 H 2.20 -0.88 6.46
26 H 2.70 0.58 7.61
27 C -3.43 1.82 -2.35
28 C -4.36 2.79 -1.65
29 C -5.63 2.22 -1.06
30 N -6.68 3.15 -0.47
31 C -8.10 2.52 -0.73
32 C -8.61 2.55 -2.18
33 C -8.63 4.02 -2.66
34 C -7.20 4.64 -2.53
35 C -6.69 4.58 -1.12
36 C -6.51 3.40 1.06
37 H -2.58 2.29 -2.85
38 H -4.07 1.24 -3.02
39 H -2.98 1.16 -1.60
40 H -4.61 3.61 -2.33
41 H -3.82 3.35 -0.88
42 H -5.61 1.44 -0.30
43 H -6.06 1.90 -2.01
44 H -8.16 1.56 -0.22
45 H -8.80 3.13 -0.15
46 H -8.08 1.87 -2.84
47 H -9.64 2.20 -2.04
48 H -8.78 4.05 -3.74
49 H -9.45 4.58 -2.22
50 H -6.55 4.09 -3.21
51 H -7.25 5.67 -2.89
52 H -5.68 4.94 -0.92
53 H -7.42 5.17 -0.57
54 H -7.27 4.09 1.45
55 H -5.56 3.82 1.39
56 H -6.48 2.43 1.56
57 C 7.12 -2.51 3.85
58 C 7.00 -2.26 2.31
59 C 6.16 -3.30 1.61
60 N 5.84 -2.96 0.15
61 C 7.07 -3.11 -0.78
62 C 4.69 -3.87 -0.42
63 C 3.83 -3.04 -1.38
64 C 4.35 -1.65 -1.38
65 C 5.17 -1.59 -0.02
66 H 7.62 -3.46 4.05
67 H 6.16 -2.47 4.36
68 H 7.68 -1.68 4.29
69 H 8.03 -2.20 1.99
70 H 6.54 -1.27 2.23
71 H 5.23 -3.33 2.18
72 H 6.71 -4.21 1.84
73 H 6.62 -2.86 -1.74
74 H 7.52 -4.09 -0.65
75 H 7.72 -2.27 -0.52
76 H 5.10 -4.76 -0.90
77 H 4.04 -4.26 0.36
78 H 3.56 -3.32 -2.40
79 H 2.85 -2.94 -0.91
80 H 4.99 -1.45 -2.24
81 H 3.47 -1.02 -1.30
82 H 5.92 -0.80 -0.03
83 H 4.46 -1.48 0.80
84 C -1.83 -2.43 5.88
85 C -2.44 -3.59 5.22
86 C -2.73 -3.42 3.70
87 N -3.35 -4.60 2.97
88 C -3.40 -4.32 1.52
89 C -4.81 -4.87 3.42
90 C -4.95 -6.29 3.86
91 C -3.56 -6.65 4.30
92 C -2.68 -6.02 3.23
93 H -0.88 -2.17 5.40
94 H -1.55 -2.67 6.90
95 H -2.42 -1.52 5.76
96 H -3.28 -3.86 5.86
97 H -1.79 -4.44 5.42
98 H -1.83 -3.06 3.20
99 H -3.43 -2.59 3.59
100 H -2.39 -4.43 1.13
101 H -3.84 -3.33 1.49
102 H -3.91 -5.11 0.96
103 H -5.55 -4.61 2.66
104 H -5.06 -4.23 4.26
105 H -5.20 -6.97 3.05
106 H -5.75 -6.33 4.60
107 H -3.47 -7.73 4.32
108 H -3.25 -6.23 5.26
109 H -2.78 -6.60 2.32
110 H -1.68 -5.98 3.66
111 C 3.53 5.29 3.48
112 C 2.54 4.70 2.48
113 C 1.10 5.23 2.79
114 N 0.00 4.87 1.74
115 C 0.33 5.58 0.37
116 C -1.36 5.29 2.23
117 C -2.35 4.36 1.57
118 C -1.55 3.09 1.11
119 C -0.08 3.30 1.64
120 H 3.24 4.96 4.48
121 H 3.60 6.38 3.38
122 H 4.50 4.87 3.25
123 H 2.50 3.61 2.49
124 H 2.88 5.01 1.50
125 H 0.95 6.31 2.90
126 H 0.87 4.78 3.76
127 H -0.50 5.17 -0.22
128 H 1.33 5.30 0.05
129 H 0.24 6.64 0.58
130 H -1.40 6.34 1.92
131 H -1.39 5.14 3.31
132 H -2.75 4.89 0.71
133 H -3.08 4.12 2.34
134 H -1.60 3.04 0.02
135 H -2.02 2.17 1.47
136 H 0.76 3.07 0.98
137 H 0.05 2.93 2.66
138 C -1.54 -4.07 -2.10
139 C -1.70 -3.62 -3.55
140 C -0.80 -2.42 -3.93
141 N -0.84 -2.07 -5.48
142 C -0.24 -3.24 -6.25
143 C -2.31 -1.68 -5.90
144 C -2.10 -0.42 -6.82
145 C -0.93 0.32 -6.27
146 C -0.02 -0.74 -5.74
147 H -1.34 -3.23 -1.43
148 H -0.72 -4.77 -1.92
149 H -2.45 -4.51 -1.70
150 H -2.70 -3.22 -3.68
151 H -1.71 -4.47 -4.23
152 H 0.23 -2.65 -3.66
153 H -1.12 -1.49 -3.46
154 H -0.85 -4.14 -6.27
155 H 0.64 -3.55 -5.68
156 H 0.00 -2.95 -7.27
157 H -2.88 -2.55 -6.24
158 H -2.78 -1.23 -5.02
159 H -1.90 -0.71 -7.85
160 H -3.04 0.11 -6.66
161 H -0.59 0.86 -7.15
162 H -1.07 1.07 -5.49
163 H 0.79 -0.91 -6.45
164 H 0.47 -0.53 -4.79
165 C 4.50 2.50 0.12
166 C 3.82 2.32 -1.24
167 C 4.65 2.12 -2.46
168 N 3.74 2.04 -3.80
169 C 2.38 1.25 -3.60
170 C 4.66 1.41 -4.89
171 C 5.54 2.44 -5.53
172 C 4.79 3.74 -5.26
173 C 3.51 3.44 -4.42
174 H 5.02 3.44 0.00
175 H 5.30 1.81 0.38
176 H 3.86 2.64 0.99
177 H 3.18 3.19 -1.40
178 H 3.15 1.48 -1.06
179 H 5.29 1.24 -2.45
180 H 5.31 2.96 -2.63
181 H 1.92 1.25 -4.59
182 H 1.82 1.74 -2.80
183 H 2.72 0.24 -3.39
184 H 3.99 1.04 -5.67
185 H 5.20 0.54 -4.51
186 H 5.68 2.25 -6.59
187 H 6.52 2.51 -5.06
188 H 4.37 4.09 -6.20
189 H 5.56 4.41 -4.85
190 H 2.55 3.44 -4.95
191 H 3.48 4.04 -3.51
192 O -0.25 -5.72 1.07
193 C 0.78 -4.95 0.83
194 O 1.77 -5.52 0.36
195 O 0.71 -3.70 0.89
196 H 0.25 -6.44 0.68
197 O -2.52 0.33 3.04
198 C -3.35 -0.09 2.10
199 O -4.53 -0.05 2.52
200 O -2.93 -0.49 0.95
201 H -3.22 0.44 3.69

- HOMO energy (eV) = -18.81
- net charge = +6
- Kohn-Sham gap (eV) = 5.829



C28H30Cl2HgN5O3S5 as an isolated structure. Source: OMol25; level of theory: ωB97M-V/def2-TZVPD.

CARTESIAN COORDINATES (ANGSTROEM)
1 Hg 0.38 0.31 -0.56
2 C 5.30 2.24 -1.17
3 S 4.26 2.74 -2.57
4 C 2.72 1.93 -2.12
5 S 2.81 0.31 -1.53
6 N 1.68 2.67 -2.31
7 N 0.50 2.22 -1.85
8 C -0.60 2.90 -2.14
9 C -1.78 2.64 -1.40
10 C -3.00 3.31 -1.66
11 C -4.09 3.07 -0.86
12 C -3.96 2.20 0.24
13 C -2.74 1.57 0.42
14 N -1.69 1.74 -0.37
15 H 6.21 2.84 -1.20
16 H 5.52 1.18 -1.24
17 H 4.75 2.44 -0.24
18 H -0.58 3.68 -2.89
19 H -3.05 4.00 -2.49
20 H -5.04 3.56 -1.06
21 H -4.78 2.01 0.91
22 H -2.59 0.91 1.27
23 Cl -2.28 -1.55 -0.75
24 C -3.69 -1.56 0.27
25 C -4.92 -1.44 -0.36
26 C -6.09 -1.42 0.38
27 C -6.02 -1.53 1.76
28 C -4.79 -1.65 2.38
29 Cl -4.79 -1.79 4.11
30 C -3.54 -1.66 1.68
31 S -2.04 -1.71 2.47
32 H -4.94 -1.36 -1.44
33 H -7.05 -1.31 -0.11
34 H -6.91 -1.52 2.36
35 O 2.50 -3.78 0.29
36 C 3.12 -3.45 1.44
37 C 4.07 -4.32 1.99
38 C 4.73 -4.00 3.16
39 C 4.45 -2.81 3.81
40 C 3.51 -1.95 3.28
41 C 2.83 -2.24 2.09
42 C 1.85 -1.24 1.54
43 O 1.09 -1.57 0.60
44 N 1.90 -0.07 2.16
45 N 1.07 0.87 1.63
46 C 0.98 1.95 2.29
47 S 1.93 2.16 3.78
48 C 1.26 3.83 4.12
49 C 0.95 4.49 2.80
50 S -0.03 3.30 1.81
51 H 2.82 -4.64 -0.01
52 H 4.29 -5.25 1.47
53 H 5.46 -4.69 3.57
54 H 4.95 -2.56 4.74
55 H 3.27 -1.01 3.76
56 H 2.02 4.37 4.69
57 H 0.36 3.72 4.73
58 H 1.87 4.72 2.25
59 H 0.35 5.39 2.90
60 C 0.27 -3.45 -2.22
61 C -0.33 -2.51 -3.25
62 O 0.22 -1.23 -3.06
63 C 0.13 -0.36 -4.17
64 C -1.27 0.18 -4.40
65 H -0.17 -4.45 -2.33
66 H 0.08 -3.09 -1.21
67 H 1.35 -3.51 -2.35
68 H -1.42 -2.49 -3.16
69 H -0.08 -2.86 -4.27
70 H 0.50 -0.88 -5.07
71 H 0.82 0.46 -3.95
72 H -1.97 -0.61 -4.68
73 H -1.24 0.93 -5.20
74 H -1.63 0.67 -3.50

- ΔE to the lowest compared entry with this formula, charge and spin (kJ/mol) = 24.8
- HOMO energy (spin up / spin down) (eV) = -0.15 / -1.43
- 2S+1 = 2
- net charge = -2
- Kohn-Sham gap (spin up / spin down) (eV) = 4.214 / 5.479



C13H19ClOSiSn as an isolated structure at a distorted geometry. Source: OMol25; level of theory: ωB97M-V/def2-TZVPD.

CARTESIAN COORDINATES (ANGSTROEM)
1 C 2.61 0.99 0.08
2 C 3.14 0.10 -0.88
3 C 3.23 -1.17 -0.26
4 H 3.40 0.34 -1.89
5 C 2.72 -1.07 1.05
6 C 2.35 0.28 1.25
7 H 1.84 0.66 2.12
8 H 2.34 2.01 -0.11
9 H 3.61 -2.07 -0.72
10 H 2.59 -1.88 1.75
11 Sn 0.93 -0.70 -0.48
12 Cl -0.05 1.37 -1.44
13 C -0.84 -1.80 -1.61
14 C -0.31 -2.75 -0.71
15 C 1.00 -3.05 -1.11
16 H -0.79 -3.10 0.19
17 C 1.28 -2.30 -2.28
18 C 0.15 -1.53 -2.59
19 H 0.07 -0.79 -3.36
20 H -1.78 -1.29 -1.50
21 H 1.68 -3.70 -0.60
22 H 2.22 -2.27 -2.81
23 C -1.40 1.90 2.66
24 Si -1.86 1.43 0.91
25 C -3.41 0.40 0.95
26 C -2.21 3.01 -0.04
27 O -0.55 0.43 0.26
28 H -2.23 2.49 3.11
29 H -0.47 2.51 2.64
30 H -1.23 0.99 3.25
31 H -4.24 0.99 1.40
32 H -3.69 0.12 -0.09
33 H -3.24 -0.51 1.55
34 H -1.31 3.65 -0.06
35 H -2.52 2.76 -1.08
36 H -3.03 3.56 0.46

- ΔE to the lowest compared entry with this formula, charge and spin (kJ/mol) = 631.6
- HOMO energy (eV) = 2.24
- net charge = -2
- Kohn-Sham gap (eV) = 3.284



A 3-piece molecular cluster, C2H9NS overall at a distorted geometry. Source: OMol25; level of theory: ωB97M-V/def2-TZVPD.

CARTESIAN COORDINATES (ANGSTROEM)
1 N 1.91 -0.59 1.57
2 H 1.32 -1.02 2.34
3 H -1.22 5.39 3.14
4 H 2.18 0.29 2.03
5 H 1.24 -0.46 0.84
6 C -0.61 -0.65 -1.44
7 C -0.70 -1.82 -2.33
8 S -2.33 -1.07 -1.61
9 H -0.61 5.02 3.06
10 H -0.55 0.32 -1.93
11 H 0.03 -0.83 -0.63
12 H -0.12 -1.85 -3.27
13 H -0.53 -2.72 -1.77

- ΔE to the lowest compared entry with this formula, charge and spin (kJ/mol) = 166.3
- HOMO energy (spin up / spin down) (eV) = 0.83 / -3.94
- 2S+1 = 2
- net charge = -1
- Kohn-Sham gap (spin up / spin down) (eV) = 2.901 / 7.616



Number 1: M 573.18 g mol⁻¹. Number 2: M 1053.70 g mol⁻¹. Number 3: M 916.41 g mol⁻¹. Number 4: M 373.54 g mol⁻¹. Number 5: M 79.17 g mol⁻¹.